1.
Computed, not measured: 2 unconnected molecules or ions with the total composition C4H14N at a distorted geometry, with ωB97M-V with the def2-TZVPD basis set.

Each line ends with the natural charge from an NBO analysis.
Positions of all 19 atoms, in Å:
C -1.853 2.477 0.508  -0.6298
C -2.253 1.123 -0.058  -0.6230
H -1.575 3.221 -0.060  0.2101
H -2.603 3.150 1.183  0.2223
H -1.156 2.281 1.351  0.2013
H -2.358 0.914 -1.161  0.2162
H -1.275 0.455 0.167  0.1575
H -3.326 0.812 0.394  0.2473
C 1.181 -1.841 -0.420  -0.2571
C 1.286 -1.232 0.999  -0.6997
N 1.991 -0.917 -1.343  -0.6933
H 1.391 -2.979 -0.640  0.2599
H 0.106 -1.887 -0.710  0.2489
H 2.296 -1.561 1.490  0.2506
H 0.592 -1.725 1.720  0.2751
H 2.823 -0.581 -0.949  0.4320
H 2.362 -1.490 -2.161  0.4689
H 1.460 -0.037 -1.420  0.4604
H 0.909 -0.180 1.110  0.2525

Output
E_LUMO	-3.91	eV
calculated total energy	-5855.8692	eV
total charge	+1
HOMO-LUMO gap	9.9	eV
energy relative to the best compared isomer or geometry (same formula, charge and spin)	68.82	kcal per mole

2.
Computed, not measured: 2 unconnected molecules or ions with the total composition C4H14N at a distorted geometry, with ωB97M-V with the def2-TZVPD basis set.

Each line ends with the Löwdin spin population.
Positions of all 19 atoms, in Å:
C 0.655 -0.592 1.321  0.0003
C 1.593 0.578 1.500  0.0004
N -0.757 -0.232 1.869  0.0000
H 0.445 -0.781 0.276  0.0007
H 1.010 -1.461 1.862  0.0000
H 2.166 0.490 2.415  0.0002
H 1.210 1.569 1.261  -0.0001
H -0.879 0.782 1.891  0.0000
H -1.495 -0.699 1.348  0.0002
H -0.823 -0.561 2.836  0.0000
H 2.357 0.579 0.717  0.0001
C -0.812 -0.707 -2.284  0.3214
C -0.662 0.815 -1.942  0.3453
H -1.605 -0.850 -3.009  0.0093
H 0.057 -1.134 -2.816  0.0373
H -0.822 -1.243 -1.318  0.1115
H -1.621 1.288 -1.775  0.0060
H -0.124 1.091 -2.935  0.1577
H 0.110 1.068 -1.217  0.0098

Output
expectation value of S²	0.75
E_LUMO (spin up / spin down)	-7.48 / -15.03	eV
2S+1	2
calculated total energy	-5842.9508	eV
total charge	+2
HOMO-LUMO gap (spin up / spin down)	13.2 / 5.6	eV
energy relative to the best compared isomer or geometry (same formula, charge and spin)	31.50	kcal per mole

3.
Computed, not measured: a molecular structure, C4H14N2 at a distorted geometry, with ωB97M-V with the def2-TZVPD basis set.

Each line ends with the natural charge from an NBO analysis.
Positions of all 20 atoms, in Å:
C -1.013 -0.886 0.223  -0.1606
C -2.005 1.646 0.068  -0.4114
C -0.090 -2.053 -0.041  -0.6390
N -1.489 0.607 -0.771  -0.7219
H -1.804 0.519 -1.731  0.3733
H -0.890 -0.435 1.203  0.1848
H -2.039 -1.232 0.127  0.1883
H -1.163 2.178 0.529  0.1578
H -2.546 1.220 0.936  0.1623
H -2.677 2.322 -0.471  0.2050
H -0.402 -2.908 0.566  0.2153
H 0.909 -1.832 0.329  0.2213
H -0.070 -2.318 -1.098  0.2189
C 2.637 0.313 0.358  -0.4109
N 1.419 0.432 -0.427  -0.8573
H 1.627 0.540 -1.414  0.3602
H 0.727 1.122 -0.091  0.3785
H 2.367 0.210 1.410  0.1863
H 3.340 1.149 0.254  0.1656
H 3.159 -0.593 0.041  0.1836

Output
E_LUMO	1.10	eV
calculated total energy	-7352.3036	eV
HOMO-LUMO gap	8.9	eV
energy relative to the best compared isomer or geometry (same formula, charge and spin)	64.88	kcal per mole

4.
Computed, not measured: 2 unconnected molecules or ions with the total composition C4H14N2 at a distorted geometry, with ωB97M-V with the def2-TZVPD basis set.

Each line ends with the natural charge from an NBO analysis.
Positions of all 20 atoms, in Å:
C -5.444 -0.949 0.401  -0.6247
C -4.996 -1.771 -0.757  -0.2207
N -4.809 -3.200 -0.354  -0.8250
H -6.356 -1.289 0.899  0.2182
H -5.616 0.107 0.184  0.2167
H -4.651 -0.914 1.135  0.1968
H -4.041 -1.505 -1.207  0.1684
H -5.699 -1.674 -1.594  0.1816
H -4.172 -3.646 -0.997  0.3485
H -4.288 -3.155 0.520  0.3403
C 5.705 1.466 -0.748  -0.4171
N 5.525 1.553 0.668  -0.6167
C 4.304 2.347 0.992  -0.4268
H 5.011 0.813 -1.332  0.1622
H 6.717 1.127 -1.009  0.1975
H 5.578 2.466 -1.171  0.1915
H 5.271 0.672 1.099  0.3471
H 3.518 2.181 0.250  0.1707
H 3.799 2.007 1.905  0.1943
H 4.644 3.366 1.118  0.1972

Output
E_LUMO	1.18	eV
SMILES	CCN.CNC
calculated total energy	-7354.1548	eV
HOMO-LUMO gap	10.2	eV
energy relative to the best compared isomer or geometry (same formula, charge and spin)	22.19	kcal per mole